1.
ORCA calculation (wB97M-V/def2-TZVPD) on a 16-piece molecular cluster, C95H213N9O16 overall.

Computed properties:
Net charge: 0
E_LUMO: 0.457 eV
Kohn-Sham gap: 8.44 eV

Each line ends with the Löwdin charge.
Atoms and positions in Å:
C 24.2188 18.0483 14.5174  -0.02
C 25.4196 17.2400 15.0285  -0.51
C 26.4585 17.0527 13.9592  -0.14
C 27.8818 16.7700 14.4639  -0.18
C 28.2580 17.8116 15.4933  -0.17
C 27.3423 17.9453 16.6465  -0.46
N 25.9760 18.0823 16.0981  -0.07
O 25.0401 18.3294 17.1597  -0.06
C 27.4274 16.7441 17.7121  -0.01
C 27.6207 19.2480 17.4878  -0.01
C 24.9060 15.8728 15.4992  -0.02
H 23.5909 18.1923 15.3600  0.06
H 23.8440 17.5519 13.6276  0.08
H 24.6756 18.9508 14.1761  0.08
H 26.2139 16.3473 13.1851  0.11
H 26.5059 17.9897 13.3175  0.14
H 28.5878 16.7240 13.5946  0.13
H 27.9838 15.7746 14.9749  0.12
H 28.1299 18.6409 14.7895  0.12
H 29.3327 17.8152 15.7719  0.14
H 26.9772 17.0455 18.6727  0.06
H 26.9333 15.8677 17.3403  0.04
H 28.4867 16.5101 17.8552  0.08
H 28.4950 19.0765 18.1056  0.08
H 27.7904 20.0822 16.8336  0.07
H 26.7414 19.4767 18.0844  0.06
H 24.3046 15.9725 16.4067  0.07
H 25.7638 15.2593 15.7547  0.05
H 24.2785 15.3606 14.7295  0.07
H 25.2429 17.6879 17.8776  0.08
C 17.1316 22.4030 18.0747  -0.01
C 18.3299 22.7544 18.9951  -0.51
C 18.8175 24.1834 18.7338  -0.14
C 17.9033 25.3108 19.1877  -0.16
C 17.4428 25.0269 20.6621  -0.15
C 17.0172 23.5462 20.9308  -0.46
N 18.0755 22.5720 20.3918  -0.06
O 17.5641 21.2940 20.6251  -0.09
C 16.9506 23.3451 22.4484  -0.05
C 15.5721 23.5550 20.3458  -0.04
C 19.4955 21.7650 18.6907  0.01
H 16.6905 21.4210 18.3800  0.09
H 17.6030 22.2555 17.1471  0.03
H 16.2896 23.1413 17.9378  0.09
H 19.7026 24.2678 19.3035  0.10
H 19.0398 24.2897 17.6714  0.12
H 17.0281 25.4667 18.5245  0.11
H 18.5666 26.2037 19.2676  0.12
H 16.6394 25.7122 20.9894  0.12
H 18.2839 25.3072 21.3455  0.12
H 16.5091 22.4289 22.6996  0.03
H 17.9932 23.3037 22.8433  0.09
H 16.3909 24.2140 22.9958  0.12
H 15.0209 24.1407 21.1013  0.08
H 15.5443 24.1044 19.3855  0.06
H 15.0322 22.6127 20.2387  0.08
H 20.3847 22.2505 19.1320  0.10
H 19.6897 21.6605 17.6159  0.05
H 19.2976 20.7590 19.0970  0.08
H 18.2650 20.8010 21.0751  0.05
C 16.2205 20.4198 12.3216  -0.02
C 15.9196 18.9358 12.7408  -0.43
C 17.0843 18.3618 13.6561  -0.13
C 17.1345 19.0428 14.9628  -0.17
C 15.8306 18.8324 15.6958  -0.10
C 14.5914 19.4041 14.9611  -0.55
N 14.6293 18.7975 13.5987  -0.09
O 13.5284 19.3091 12.8935  -0.03
C 13.3722 18.8069 15.5156  -0.05
C 14.4584 20.9158 14.9440  -0.01
C 15.7302 18.1305 11.4823  -0.04
H 15.3027 20.9296 12.1963  0.06
H 16.7775 20.5405 11.3757  0.09
H 16.7730 21.0124 13.1106  0.06
H 16.9338 17.2379 13.6763  0.12
H 17.9732 18.5550 13.0012  0.10
H 17.2569 20.1209 14.7962  0.09
H 17.9413 18.6810 15.5654  0.07
H 15.7640 19.4057 16.6051  0.11
H 15.5931 17.7845 15.8868  0.10
H 13.4167 18.9789 16.5917  0.08
H 12.4650 19.2924 15.1193  0.10
H 13.4547 17.7462 15.3417  0.09
H 13.7266 21.1821 14.1978  0.08
H 14.0856 21.2737 15.9131  0.10
H 15.3769 21.3535 14.5633  0.06
H 15.3037 17.1456 11.7913  0.11
H 16.6985 17.8701 11.1437  0.07
H 15.1203 18.6011 10.7707  0.07
H 13.4672 18.6759 12.2088  0.07
C 20.3860 13.6977 13.6145  -0.03
C 19.5763 14.3572 12.5004  -0.48
C 19.0731 15.6933 13.0124  -0.18
C 20.0814 16.7940 13.0731  -0.17
C 20.6737 17.0006 11.6406  -0.08
C 21.2768 15.6616 11.0255  -0.51
N 20.2635 14.6207 11.1919  -0.08
O 20.9258 13.4025 10.7682  -0.03
C 21.5280 15.8332 9.5397  -0.03
C 22.5252 15.2965 11.8492  -0.03
C 18.3086 13.4330 12.0989  -0.01
H 21.2520 14.3027 13.9960  0.08
H 20.7311 12.7606 13.2825  0.06
H 19.5761 13.5992 14.3885  0.08
H 18.2647 16.0761 12.3459  0.12
H 18.6496 15.5065 14.0194  0.10
H 20.8584 16.7662 13.7973  0.08
H 19.4879 17.6915 13.4063  0.08
H 21.4455 17.7843 11.5473  0.12
H 19.9218 17.2146 10.9117  0.10
H 22.0746 16.7229 9.3396  0.08
H 21.9465 14.9834 9.1032  0.06
H 20.5425 15.9462 9.0212  0.10
H 22.4560 15.5871 12.8718  0.03
H 22.7690 14.2129 11.7008  0.09
H 23.3853 15.8756 11.4419  0.10
H 18.5455 12.4327 11.8132  0.06
H 17.8612 14.0486 11.2825  0.09
H 17.5628 13.4439 12.9928  0.10
H 20.3052 13.0383 10.1606  0.08
C 21.7461 20.7816 14.3504  -0.01
C 20.7331 21.7842 13.7242  -0.51
C 19.6628 22.0421 14.8229  -0.12
C 18.6905 23.1921 14.4874  -0.19
C 19.5117 24.3534 14.0484  -0.16
C 20.5045 24.1683 12.8770  -0.52
N 21.3411 23.0650 13.4000  -0.05
O 22.3917 22.7838 12.3990  -0.03
C 19.7449 24.0182 11.5871  -0.04
C 21.3386 25.4685 12.8251  -0.04
C 20.0707 21.1207 12.5523  -0.02
H 21.1819 19.9067 14.6840  0.06
H 22.2839 21.2958 15.1673  0.11
H 22.4269 20.3321 13.6308  0.07
H 19.1260 21.1249 14.9736  0.09
H 20.1141 22.1923 15.8139  0.10
H 17.9981 23.4767 15.3125  0.11
H 17.8488 22.8907 13.8824  0.09
H 20.0828 24.6798 14.9484  0.13
H 18.8252 25.1695 13.7521  0.13
H 18.8101 23.5283 11.6297  0.06
H 19.5341 25.0304 11.2170  0.09
H 20.4166 23.6049 10.8212  0.10
H 21.9110 25.6180 11.9273  0.07
H 20.7155 26.3279 12.8989  0.06
H 22.0222 25.3633 13.7437  0.12
H 20.7100 21.2432 11.6640  0.10
H 19.0849 21.5954 12.2806  0.08
H 19.8871 20.1155 12.8315  0.05
H 23.1781 22.5363 12.8676  0.08
C 11.7272 15.0756 19.3840  -0.02
C 12.0190 13.9954 20.4388  -0.48
C 11.4161 12.5370 20.0699  -0.11
C 11.9443 11.4641 21.0445  -0.19
C 13.4402 11.4345 21.1072  -0.16
C 14.0792 12.7544 21.4763  -0.44
N 13.5110 13.7723 20.4757  -0.09
O 14.0225 15.0538 20.7318  -0.05
C 13.9077 13.0935 23.0080  -0.02
C 15.6389 12.6924 21.2876  -0.03
C 11.4035 14.3997 21.7889  -0.04
H 12.5468 15.0641 18.6599  0.07
H 11.7410 16.0469 19.8621  0.07
H 10.7796 14.7864 18.8591  0.10
H 10.3176 12.6909 20.0432  0.12
H 11.7611 12.1721 19.0575  0.13
H 11.5892 10.4682 20.8272  0.11
H 11.4830 11.8037 22.0294  0.11
H 13.8208 11.2602 20.1506  0.10
H 13.8352 10.5859 21.6467  0.13
H 14.7420 12.6415 23.5778  0.09
H 14.0142 14.1592 23.1421  0.07
H 13.0013 12.6609 23.3853  0.06
H 15.8810 11.8981 22.0057  0.09
H 16.0925 12.4887 20.3408  0.06
H 16.1133 13.6123 21.5968  0.07
H 11.3530 13.5601 22.5042  0.06
H 10.3305 14.6408 21.6207  0.10
H 11.9883 15.2139 22.2289  0.09
H 14.6671 15.1811 20.0649  0.04
C 24.9348 12.8461 13.5427  -0.03
C 24.6963 11.9238 14.7448  -0.47
C 23.3003 12.2681 15.3182  -0.13
C 22.7683 11.2004 16.2779  -0.17
C 22.8385 9.8368 15.6493  -0.15
C 24.2299 9.3817 15.2642  -0.51
N 24.7368 10.4464 14.2626  -0.06
O 26.0912 10.1918 14.0080  -0.07
C 25.0778 9.0329 16.4699  -0.03
C 24.1847 8.1160 14.3732  -0.04
C 25.7446 12.2354 15.8116  -0.03
H 24.3767 12.3287 12.6982  0.10
H 25.9596 12.8424 13.2637  0.07
H 24.3655 13.8222 13.7191  0.07
H 23.5211 13.2218 15.7565  0.09
H 22.5800 12.4509 14.4527  0.12
H 21.7416 11.4303 16.5508  0.10
H 23.3928 11.1996 17.1187  0.08
H 22.2529 9.8188 14.6979  0.13
H 22.3986 9.0163 16.2131  0.11
H 24.6332 8.1564 16.9285  0.08
H 26.0731 8.7901 16.1391  0.07
H 25.1551 9.9025 17.2098  0.09
H 23.4713 8.2958 13.6141  0.06
H 25.1955 7.9010 13.9736  0.08
H 23.9000 7.1891 14.9598  0.10
H 26.6739 11.6755 15.6737  0.09
H 25.3853 11.9672 16.7778  0.03
H 25.9767 13.2686 15.9442  0.05
H 26.0530 9.7576 13.1269  0.12
C 24.9936 13.8800 19.1474  -0.05
C 26.2143 13.7842 20.0946  -0.47
C 27.5115 13.4074 19.3214  -0.12
C 28.7011 13.5563 20.2360  -0.21
C 28.7987 14.9567 20.6647  -0.15
C 27.5186 15.5016 21.4462  -0.44
N 26.3622 15.2226 20.5025  -0.04
O 25.0704 15.5813 21.1511  -0.07
C 27.3385 14.7380 22.8035  -0.03
C 27.5792 16.9725 21.7602  -0.04
C 25.7382 12.7224 21.1377  -0.02
H 24.0646 13.8317 19.7016  0.06
H 24.9699 12.9504 18.5852  0.06
H 25.0263 14.7919 18.5481  0.08
H 27.4402 12.3549 18.9145  0.14
H 27.5197 14.1249 18.4822  0.10
H 29.6432 13.2427 19.7878  0.12
H 28.5777 12.9834 21.2050  0.12
H 28.9682 15.6413 19.8253  0.10
H 29.7022 15.0248 21.2834  0.13
H 26.3710 14.5535 23.1165  0.05
H 27.8520 13.8112 22.7569  0.04
H 27.8117 15.1684 23.7097  0.10
H 26.6390 17.2013 22.3093  0.09
H 28.4310 17.1939 22.3410  0.07
H 27.6152 17.6471 20.9095  0.07
H 25.3044 11.8638 20.6129  0.09
H 24.9970 13.2331 21.6913  0.05
H 26.4821 12.4258 21.9238  0.08
H 25.0079 16.5545 20.9616  0.07
C 22.0155 17.5693 18.1386  -0.02
C 20.7071 17.0209 17.5809  -0.50
C 21.0928 15.7328 16.7968  -0.11
C 21.3170 14.5042 17.6335  -0.15
C 20.0986 14.2427 18.5338  -0.11
C 19.7301 15.4426 19.3865  -0.51
N 19.7091 16.6924 18.6041  0.00
O 19.5469 17.9328 19.4493  -0.05
C 18.3262 15.2525 20.0334  -0.02
C 20.7145 15.6057 20.5029  -0.03
C 20.1968 18.0440 16.6299  -0.03
H 22.8699 17.6684 17.4943  0.05
H 22.3380 16.9711 19.0196  0.08
H 21.8335 18.5809 18.5838  0.11
H 20.2956 15.5991 16.0107  0.12
H 22.0210 16.0275 16.3007  0.10
H 22.2383 14.5198 18.1974  0.10
H 21.4340 13.6506 16.9657  0.09
H 20.2345 13.4288 19.2783  0.13
H 19.2711 13.8985 17.8808  0.10
H 18.0685 16.1409 20.6694  0.08
H 17.5250 15.0982 19.2819  0.07
H 18.4723 14.4163 20.7124  0.08
H 20.2527 15.3086 21.4894  0.11
H 21.5500 14.8692 20.4785  0.10
H 21.2536 16.5062 20.5597  0.02
H 19.7621 18.9290 17.0492  0.08
H 19.4049 17.7143 15.9284  0.07
H 20.9506 18.3218 15.9549  0.05
H 18.6146 18.2442 19.3324  0.06
C 21.5994 17.7895 23.6927  -0.06
C 22.6159 17.7034 22.6086  -0.31
O 22.3709 18.2902 21.3691  -0.09
H 21.6468 17.0177 24.4287  0.09
H 20.5912 17.7564 23.2686  0.06
H 21.5503 18.7275 24.1248  0.05
H 22.9085 16.7035 22.4188  0.09
H 23.5341 18.1695 23.0820  0.14
H 21.4599 18.1377 21.0953  0.05
C 17.1195 10.9453 15.3007  -0.06
C 18.1296 11.6421 16.1747  -0.33
O 17.8161 11.7070 17.5316  -0.08
H 16.1032 11.3043 15.5783  0.07
H 17.0277 9.8695 15.4628  0.08
H 17.3808 11.1878 14.2501  0.08
H 18.2798 12.6414 15.7564  0.08
H 19.0418 11.1519 16.0505  0.09
H 17.1396 12.3455 17.7650  0.08
C 21.5273 9.0210 19.4822  -0.07
C 20.5848 10.2083 19.3353  -0.37
O 19.6096 9.8997 18.3942  -0.08
H 22.1424 9.2539 20.3815  0.09
H 22.0747 8.8292 18.4952  0.08
H 20.9159 8.1920 19.7172  0.05
H 21.0922 11.1402 19.0787  0.09
H 20.1735 10.4117 20.3179  0.10
H 18.9055 10.5803 18.3216  0.05
C 17.4896 19.7662 23.3516  -0.06
C 18.9903 20.0352 23.2177  -0.23
O 19.4969 19.7194 21.8787  -0.10
H 17.2239 19.9329 24.3779  0.08
H 17.2668 18.7435 23.1935  0.06
H 16.8764 20.3408 22.6636  0.05
H 19.5045 19.5292 24.0004  0.08
H 19.1870 21.0848 23.2862  0.11
H 19.3814 18.7746 21.7257  0.06
C 14.6330 18.3166 19.9900  -0.04
C 16.0412 17.7855 19.9542  -0.32
O 16.8661 18.7908 19.4225  -0.10
H 13.9517 17.4758 20.1121  0.06
H 14.3756 18.7458 19.0330  0.07
H 14.5090 19.0791 20.7321  0.07
H 16.1903 17.0349 19.1983  0.10
H 16.3092 17.3497 20.8943  0.10
H 16.7700 19.6396 19.9163  0.07
C 24.4716 20.8632 20.6801  -0.05
C 25.3581 19.6282 20.9644  -0.32
O 25.0064 18.4595 20.2838  -0.11
H 24.8133 21.6672 21.3673  0.09
H 23.4428 20.6235 20.9690  0.06
H 24.5414 21.2060 19.6712  0.06
H 25.3408 19.4103 21.9990  0.08
H 26.4053 19.8847 20.6826  0.12
H 24.0447 18.4697 20.1653  0.06
C 16.7863 15.2237 16.2736  -0.06
C 15.5528 14.4046 16.7102  -0.24
O 15.5533 14.3428 18.1590  -0.13
H 17.7500 14.8422 16.6439  0.06
H 16.7166 16.2983 16.4585  0.06
H 16.9414 15.1489 15.1930  0.06
H 15.5774 13.4503 16.2199  0.08
H 14.6885 14.9490 16.3514  0.11
H 14.7381 13.9048 18.5322  0.08

2.
ORCA calculation (wB97M-V/def2-TZVPD) on a 13-piece molecular cluster, C6H34O12 overall.

Computed properties:
Net charge: 0
E_LUMO: 0.194 eV
Kohn-Sham gap: 9.39 eV

Each line ends with the natural charge from an NBO analysis.
Atoms and positions in Å:
C -0.4177 4.0746 -0.5124  -0.66
C -0.1930 2.5904 -0.5129  -0.01
C 0.1794 1.8036 -1.5255  -0.46
C -2.1243 1.2339 2.6757  -0.64
C -1.7340 2.1279 1.5425  -0.19
C -0.7568 1.7934 0.6907  -0.22
H -0.8748 4.4575 0.3468  0.23
H 0.5384 4.5842 -0.5653  0.24
H -0.9014 4.2892 -1.4399  0.23
H 0.7419 2.4607 -2.3259  0.19
H 0.3811 0.7393 -1.7962  0.25
H -2.1581 1.7715 3.6187  0.22
H -1.3615 0.4140 2.9231  0.19
H -2.9881 0.6357 2.3800  0.23
H -2.3464 3.0310 1.4878  0.20
H -0.2509 0.8386 0.7029  0.19
H 1.4717 -0.3274 0.1518  0.48
H 2.8642 -0.2180 0.0541  0.50
O 2.1188 0.3546 -0.1115  -0.97
H 2.0300 -2.3621 1.5242  0.48
H 2.3234 -2.8117 0.1495  0.50
O 2.6831 -2.1411 0.7892  -1.00
H -2.3394 -0.9407 -2.5637  0.50
H -2.7187 -0.1801 -3.7317  0.49
O -1.9823 -0.6892 -3.4049  -0.99
H 0.3674 -3.5751 2.6032  0.49
H 0.0108 -2.1604 2.5861  0.50
O 0.1634 -2.8570 1.9812  -0.98
H -0.7672 -2.3930 0.3804  0.50
H -1.1462 -3.4985 -0.6017  0.48
O -1.4321 -2.5873 -0.3127  -0.99
H -2.4916 1.9316 -0.9834  0.49
H -1.8702 0.8756 -1.7399  0.49
O -2.7900 1.0359 -1.4247  -0.97
H 3.8599 1.8746 0.0728  0.46
H 2.4714 2.3435 -0.0923  0.49
O 3.2360 2.4878 0.4202  -0.95
H -0.4133 -2.2118 -3.6348  0.51
H 0.9139 -1.7228 -4.2106  0.48
O 0.4959 -2.4741 -3.8041  -0.96
H -3.4618 -0.4767 -0.7121  0.49
H -3.1029 -1.8666 -0.6965  0.48
O -3.7846 -1.3877 -1.1598  -0.99
H 2.7763 1.9924 2.6919  0.50
H 2.3574 0.7987 1.7950  0.50
O 2.4816 1.0898 2.7023  -1.00
H 1.6858 -0.5640 3.6052  0.51
H 0.3820 -0.2776 4.1211  0.47
O 0.9238 -1.0356 3.9374  -0.97
H 0.9745 -2.0667 -2.1036  0.50
H 2.2112 -2.9209 -2.2355  0.48
O 1.8245 -2.3331 -1.5825  -1.00

3.
ORCA calculation (wB97M-V/def2-TZVPD) on one molecule with the formula C4H5F2N.

Computed properties:
Net charge: 0
Structure (SMILES): [H]/N=C(/C=C)C(F)F
E_LUMO: 0.193 eV
Kohn-Sham gap: 10.63 eV

Each line ends with the natural charge from an NBO analysis.
Atoms and positions in Å:
C 0.9145 -0.4724 1.6726  -0.34
C -0.2591 -0.3142 1.1456  -0.27
C -0.6901 0.0009 -0.1980  0.18
C 0.3632 0.4021 -1.2282  0.51
N -1.9134 -0.0890 -0.4654  -0.54
F -0.3565 0.5563 -2.4629  -0.38
F 1.2806 -0.5767 -1.4826  -0.33
H 1.3342 -0.3742 2.7554  0.23
H 1.8218 -0.3389 1.0413  0.19
H -1.1961 -0.2710 1.6652  0.23
H 0.8369 1.3633 -1.0438  0.16
H -2.1359 0.1138 -1.3994  0.36

4.
ORCA calculation (wB97M-V/def2-TZVPD) on a 2-piece molecular cluster, C5H12O overall.

Computed properties:
Net charge: 0
E_LUMO (alpha / beta): 0.829 / 0.791 eV
Kohn-Sham gap (alpha / beta): 8.36 / 8.29 eV

Each line ends with the natural charge from an NBO analysis.
Atoms and positions in Å:
C -2.5986 0.3955 -0.6173  -0.60
C -1.0780 0.3669 -0.5222  -0.40
C -0.5646 0.4734 0.9080  -0.61
C 1.9342 -1.6761 0.5355  -0.13
O 2.6955 -0.6327 0.4863  -0.35
C 2.6068 0.3887 -0.3147  -0.16
H -3.0448 -0.4389 -0.0636  0.20
H -2.9340 0.3228 -1.6563  0.21
H -2.9967 1.3262 -0.1985  0.20
H -0.6573 1.1910 -1.1117  0.19
H -0.7120 -0.5626 -0.9786  0.19
H -0.8993 1.4100 1.3657  0.20
H -0.9569 -0.3486 1.5220  0.20
H 2.1664 -2.3858 1.3098  0.17
H 1.1881 -1.8314 -0.2327  0.15
H 3.3570 1.1479 -0.1789  0.17
H 0.5429 0.5228 0.9176  0.21
H 1.9515 0.3311 -1.1704  0.15